1.
The following is a DFT calculation (wB97M-V/def2-TZVPD) of 2 unconnected molecules or ions with the total composition C4H14N2O at a distorted geometry.

Structure (XYZ):
```
21
Properties=species:S:1:pos:R:3:forces:R:3
C -1.07920 -0.26169 -2.06690 -0.2 0.4 -1.1
C -1.34008 -0.21671 -0.61637 1.8 0.8 1.2
C -1.46682 -1.56201 0.04617 -0.4 -0.8 0.7
N -0.21433 0.49171 0.17900 -1.0 -0.8 0.0
C 0.85208 1.51079 0.04546 0.4 -0.4 -1.0
N 2.17323 1.01473 0.40157 -0.1 0.4 0.2
H -1.98631 -0.67291 -2.51902 0.2 0.1 -0.2
H -0.23992 -0.90252 -2.33358 0.0 -0.1 0.2
H -0.89156 0.71774 -2.51560 -0.2 0.0 0.1
H -2.22609 0.34262 -0.28358 0.1 0.3 -0.4
H -2.39045 -2.02649 -0.30641 0.1 0.0 0.0
H -1.56590 -1.42028 1.12535 -0.2 -0.2 0.0
H -0.65596 -2.27660 -0.09875 0.1 0.3 -0.3
H -0.41080 0.35165 1.16890 0.2 -0.3 0.1
H 0.43147 2.17669 0.79367 0.6 1.0 -0.1
H 0.93177 1.88517 -0.97245 -1.0 0.3 0.1
H 2.71944 1.73614 0.86379 -0.4 0.1 0.6
H 2.73333 0.88503 -0.43055 -0.2 -0.6 -0.3
H 1.81438 -0.14252 1.90406 0.5 -0.5 0.3
H 0.96039 -0.82101 2.99687 0.4 -0.2 0.2
O 1.85134 -0.80953 2.61838 -0.8 0.4 -0.3
```
Forces are in eV/Å.

* expectation value of S²: 0.75
* E_tot: -345.21377 Ha
* HOMO energy (alpha / beta): -14.485 / -14.473 eV
* energy above the lowest of the compared OMol25 structures with the same formula, charge and spin: 79.6 kJ/mol
* multiplicity: 2
* net charge: +1


2.
The following is a DFT calculation (wB97M-V/def2-TZVPD) of a molecular structure, C16H48BF4O8S8Y at a distorted geometry.

Structure (XYZ):
```
86
Properties=species:S:1:pos:R:3:forces:R:3
Y 0.03115 0.54361 -0.24224 -0.2 1.4 -1.0
B -0.40883 3.48574 -2.48419 -0.9 3.1 -1.8
F 0.76281 2.74581 -2.45264 1.1 -1.8 1.4
F -1.08464 3.41680 -1.25964 0.0 -1.9 1.8
F -0.17271 4.84804 -2.72339 0.7 -0.4 0.5
F -1.19909 3.04820 -3.50132 -0.7 -1.1 -0.4
C 2.15564 6.02202 1.29077 -0.1 0.0 -0.2
S 2.07412 4.54182 2.40200 0.7 0.0 -1.9
O 1.64135 3.39645 1.46081 0.5 0.7 0.9
C 3.91088 4.47313 2.64641 0.9 -0.1 0.5
H 2.71227 5.74960 0.39409 0.0 -0.3 0.1
H 2.65136 6.88566 1.73404 0.1 -0.3 0.5
H 1.17487 6.37182 0.96854 -0.2 -0.5 0.2
H 4.53607 4.05965 1.85505 -0.8 -0.4 -0.5
H 4.19412 3.95240 3.56113 -0.6 -0.5 0.0
H 4.42268 5.41969 2.82017 -0.9 0.7 -0.1
C 3.10791 -4.53515 -2.24899 -0.3 -0.9 -0.1
S 2.56661 -4.12388 -0.50710 0.1 -0.7 -1.6
O 1.62272 -2.99895 -0.79510 -0.6 0.7 0.5
C 1.47829 -5.60452 -0.24110 0.4 0.5 -0.6
H 3.79464 -5.37491 -2.35535 0.2 0.0 0.6
H 3.52524 -3.72398 -2.84559 0.0 0.5 0.8
H 2.21889 -4.86463 -2.78675 -0.3 0.2 0.2
H 1.17680 -5.63277 0.80599 0.0 0.1 -0.2
H 1.95534 -6.54074 -0.53095 0.3 0.1 0.2
H 0.64307 -5.45457 -0.92524 -0.1 0.1 0.2
C -5.15991 1.39689 -3.48051 -0.9 -0.3 0.3
S -4.85418 0.17393 -2.04779 0.9 3.9 0.5
O -3.45647 0.46373 -1.53529 0.5 -0.8 -0.3
C -5.88103 1.12334 -0.78651 -1.1 -1.8 -1.2
H -6.23150 1.38005 -3.67920 -0.3 -0.5 0.1
H -4.71002 1.14879 -4.44183 0.5 -0.3 0.4
H -5.01370 2.45286 -3.25322 0.8 -0.2 0.5
H -6.80937 1.21486 -1.35031 -0.4 0.1 0.3
H -5.65262 2.08995 -0.33750 1.0 -0.2 -0.6
H -6.03913 0.35169 -0.03308 0.0 0.3 0.2
C 3.69376 -2.34234 3.94319 -0.5 -0.1 0.1
S 2.29811 -1.16906 4.31110 -1.0 -1.5 -2.1
O 1.58951 -0.98203 2.93332 0.7 0.0 1.5
C 1.24648 -2.38109 5.22993 -0.1 0.0 0.7
H 3.33526 -3.32720 3.64378 -0.5 0.1 0.0
H 4.30515 -2.50576 4.83065 0.0 0.4 0.0
H 4.27398 -1.96137 3.10277 0.0 0.4 0.3
H 0.67281 -3.08581 4.62797 0.4 0.2 -0.6
H 0.51264 -1.90875 5.88297 0.1 0.7 -0.3
H 1.83713 -2.96385 5.93678 0.5 0.1 -0.2
C -2.47489 2.80223 5.15447 -0.3 0.2 -0.2
S -3.22580 2.61317 3.43714 1.0 1.6 0.8
O -2.12057 2.11256 2.55731 0.3 -0.6 -0.3
C -3.25248 4.41784 3.04101 -0.2 0.2 0.1
H -3.13144 3.30010 5.86803 -0.6 0.0 -0.4
H -1.58849 3.43646 5.14248 0.2 -0.3 -0.5
H -2.26902 1.82903 5.60013 0.1 -0.1 -0.5
H -2.24843 4.83186 2.94842 0.3 -0.5 0.3
H -3.78381 5.02046 3.77766 -0.1 -0.3 0.2
H -3.71473 4.61404 2.07359 -0.2 -0.5 0.0
C 5.41209 2.10921 -2.50685 -0.1 -0.1 1.0
S 5.26074 1.07805 -0.95503 -0.9 -1.1 -2.2
O 3.79304 0.66266 -0.96527 0.5 0.1 0.4
C 6.28374 -0.31749 -1.72145 0.3 0.8 -0.2
H 4.83924 3.02878 -2.38714 0.0 -0.1 0.3
H 4.96454 1.55329 -3.33072 0.3 -0.1 0.1
H 6.46261 2.37317 -2.62857 -0.1 -0.2 -0.3
H 6.05202 -0.56364 -2.75770 -0.8 0.3 0.1
H 6.38658 -1.26598 -1.19428 -0.3 0.4 0.6
H 7.25838 0.16193 -1.81270 0.3 -0.1 0.4
C -0.38985 -0.80658 -6.40877 0.7 -0.1 1.0
S -0.22254 -1.84049 -4.90700 -1.9 0.4 1.8
O -0.29547 -0.88949 -3.66723 0.2 -0.9 -1.5
C -1.87654 -2.75186 -4.94753 1.7 0.2 -0.4
H 0.59373 -0.34085 -6.34747 -0.3 0.8 -0.1
H -1.23929 -0.14075 -6.25634 0.3 0.1 -0.2
H -0.36144 -1.32220 -7.36868 -0.5 -0.5 0.3
H -2.78281 -2.14636 -4.95916 0.4 0.3 0.0
H -1.86268 -3.46378 -4.12225 0.0 0.2 0.0
H -1.73212 -3.29958 -5.87879 -0.5 -0.2 -0.1
C -4.04798 -4.32070 0.60861 -0.5 0.5 0.3
S -2.71325 -3.60634 1.71774 -0.4 0.5 0.0
O -2.09051 -2.29837 1.19386 -1.1 -1.1 0.2
C -3.88336 -3.17813 3.11764 0.7 0.5 -1.0
H -4.68202 -3.54268 0.18344 0.5 0.3 -0.3
H -4.78513 -4.86565 1.19831 0.4 -0.1 0.6
H -3.72112 -5.04203 -0.14035 0.6 0.5 0.0
H -4.40345 -4.08567 3.42419 0.2 0.1 0.1
H -4.58264 -2.41058 2.78600 -0.1 -0.2 -0.2
H -3.27334 -2.72080 3.89661 0.0 -0.4 0.1
```
Forces are in eV/Å.

* E_tot: -4887.71744 Ha
* HOMO energy: -13.362 eV
* energy above the lowest of the compared OMol25 structures with the same formula, charge and spin: 1549.9 kJ/mol
* net charge: +2


- E_tot of number 1 (C4H14N2O)?
  -345.21377 Ha


- Which value of E_tot does entry 2 give?
  -4887.71744 Ha


- Which of these has the highest net charge?
  C16H48BF4O8S8Y